Version A
Below is one molecule with the formula C2H5N3O2S, with properties calculated with ωB97M-V/def2-TZVPD.

The geometry in XYZ format:
```
13
Properties=species:S:1:pos:R:3:nbo_charge:R:1
H 3.4439 -0.7078 -0.7006 0.37
N 2.5615 -1.0271 -0.1843 -0.68
C 1.4574 -0.3633 -0.2853 0.25
N 0.4683 -0.5731 0.6782 -0.40
O -0.5869 -1.1456 -0.0862 -0.35
C -1.6774 -0.2773 -0.1056 0.30
S -3.0740 -1.0957 -0.2034 -0.02
N -1.5934 1.0099 0.4866 -0.34
O -0.6027 1.7423 -0.3739 -0.58
H 0.9817 0.5302 -1.0943 0.17
H 0.9272 -1.1823 1.5151 0.40
H -2.5246 1.4038 0.2532 0.40
H 0.2190 1.6860 0.1004 0.48
```

Orbital gap in eV: 8.83
SMILES: [H]/N=C/NOC(=S)NO
LUMO in Eh: -0.013
Highest occupied orbital energy in eV: -9.19

Version B
Below is one molecule with the formula C2H5N3O2S, with properties calculated with ωB97M-V/def2-TZVPD.

The geometry in XYZ format:
```
13
Properties=species:S:1:pos:R:3:nbo_charge:R:1
H -2.6698 1.9952 -0.9192 0.36
N -1.6940 2.1578 -0.2218 -0.61
C -1.1020 1.0596 -0.3187 0.22
N 0.4339 1.1664 0.2575 -0.41
O 1.2338 0.1940 -0.6455 -0.41
C 1.2733 -1.2733 -0.3006 0.33
S 2.2395 -2.1495 -1.3127 -0.10
N 0.6688 -1.7796 0.7967 -0.37
O -0.5664 -0.9646 1.1359 -0.58
H -1.3769 0.1221 -1.0746 0.22
H 0.8102 2.0719 -0.0723 0.40
H 0.9361 -2.5972 1.3241 0.43
H -0.1865 -0.0027 1.3511 0.51
```

Orbital gap in eV: 9.15
SMILES: [H]/N=C/NOC(=S)NO
LUMO in Eh: 0.010
Highest occupied orbital energy in eV: -8.87

version A ends up most stable, edging out the next structure by 0.986 eV.